[1]
Below is C37H31CoN8O7P2 as an isolated structure at a distorted geometry, with properties calculated with ωB97M-V with the def2-TZVPD basis set.

Summary:
Relative energy (zero: lowest compared OMol25 entry of this formula, charge and spin) in kJ/mol: 0.0
Molecular weight in g/mol: 820.58
Frontier orbital gap (spin up / spin down) in eV: 6.4 / 6.7
LUMO (spin up / spin down) in hartree: 0.0653 / 0.0653
DFT total energy in eV: -121326.9302
Multiplicity: 4
Highest occupied orbital energy (spin up / spin down) in eV: -4.6 / -4.9
Charge: -1
Largest force on an atom in eV/A: 1.84

Cartesian coordinates (Å):
Co 14.2166 9.7304 8.9142
P 17.3903 9.2394 11.0378
P 15.4992 13.0800 8.2775
O 9.1177 10.5835 10.3440
O 6.7993 7.7882 6.8304
O 12.2101 9.4250 9.2111
O 10.6989 11.6099 9.2840
O 13.8788 8.3844 7.2824
O 13.0614 6.5390 6.2897
O 8.0533 6.4349 5.7171
N 7.9066 7.3677 6.4849
N 9.9363 10.6581 9.4515
N 17.7426 11.6026 7.3308
N 13.3430 11.6157 7.4039
N 14.5691 11.5107 10.3363
N 15.1973 13.4778 11.1033
N 16.0921 10.3068 7.9464
N 13.3962 13.6995 6.6441
C 20.2263 9.4483 14.7443
C 18.1320 7.9301 9.9165
C 17.8045 5.9945 8.4931
C 14.8617 12.7354 12.2134
C 15.0374 12.6928 9.9879
C 18.5343 10.3485 13.3057
C 14.4212 11.5369 11.6998
C 19.3862 8.1655 12.8658
C 11.5070 8.0658 7.3327
C 16.4748 11.5643 7.8610
C 18.5226 9.1929 12.5218
C 9.0958 8.0266 7.0133
C 20.2325 8.3037 13.9425
C 12.9302 7.5890 6.9185
C 11.3423 9.0437 8.3557
C 13.6262 7.6782 11.0217
C 18.4742 12.7647 6.8829
C 19.4190 8.0278 9.3983
C 14.7300 8.4351 10.5793
C 13.5022 7.1616 12.3172
C 17.1036 9.5236 7.4636
C 12.2235 11.8556 6.6835
C 14.4761 7.3939 13.2621
C 19.3523 10.4710 14.3983
C 19.9360 7.1372 8.4450
C 17.3635 6.8447 9.5196
C 19.0919 6.1236 8.0056
C 18.1552 10.3271 7.0776
C 10.0205 9.5443 8.5233
C 15.7344 14.8301 11.1522
C 10.3921 7.5918 6.6964
C 14.0599 12.7380 7.3203
C 15.6636 7.9498 12.8037
C 13.7806 15.0665 6.2619
C 15.7976 8.4699 11.5253
C 8.8891 9.0373 7.9636
C 12.2274 13.1501 6.2001
H 10.4254 6.8088 5.9127
H 19.3816 7.2516 12.2519
H 16.3673 6.6711 9.9563
H 16.3629 14.9045 12.0129
H 19.4662 12.4626 6.5392
H 12.6227 6.5820 12.5617
H 17.8533 11.1271 13.0255
H 14.0849 10.6520 12.2185
H 20.8866 7.4940 14.2258
H 20.9145 9.5458 15.5415
H 16.5273 7.9832 13.4755
H 20.9266 7.2476 8.0041
H 17.9667 13.2336 6.0344
H 19.1336 10.1175 6.6526
H 13.4296 15.6978 7.0561
H 11.5416 13.6962 5.5484
H 19.4146 5.3765 7.2887
H 14.8474 15.1725 6.1465
H 17.2123 5.1062 8.1907
H 19.2862 11.3798 14.9741
H 14.3777 7.0622 14.3126
H 16.9945 8.4732 7.3832
H 7.9442 9.4724 8.2353
H 16.3119 15.0296 10.2543
H 12.8254 7.5220 10.3236
H 18.5836 13.5021 7.6768
H 13.3544 15.3108 5.3045
H 14.9414 13.1179 13.2163
H 20.0226 8.8607 9.7400
H 14.8761 15.4875 11.2427
H 11.4285 11.1166 6.6145

Löwdin population analysis, charges in e, atoms 1 to 2: atom 1 (Co): 0.6809, atom 2 (P): 1.1023

***

[2]
Below is C39H43CdN6O2P2S as an isolated structure at a distorted geometry, with properties calculated with ωB97M-V with the def2-TZVPD basis set.

Summary:
Relative energy (zero: lowest compared OMol25 entry of this formula, charge and spin) in kJ/mol: 82.5
Molecular weight in g/mol: 834.24
Frontier orbital gap in eV: 7.5
LUMO in hartree: -0.0769
DFT total energy in eV: -88151.5279
Multiplicity: 1
Highest occupied orbital energy in eV: -9.6
Charge: +1
Largest force on an atom in eV/A: 1.35

Cartesian coordinates (Å):
Cd -0.6685 -1.0418 -0.5529
S -0.7981 -5.5777 0.0230
P 2.0098 -1.0243 -0.7606
P -0.2449 1.5678 -0.6141
O -1.2550 -0.9279 1.5368
O -2.8119 -0.5127 3.0629
N -4.0319 -3.2565 4.9388
N 2.5466 1.7156 -0.3660
N -3.6403 -3.7333 2.7370
N -0.8467 -3.0383 -1.0963
N -5.6061 -4.4502 3.7125
N -3.0580 -0.9622 -0.5329
C 0.3522 5.0357 -2.7165
C 2.8605 0.5664 -1.1943
C 2.6397 -1.9736 -2.1839
C 1.3390 1.6675 0.4118
C -2.4722 2.8634 2.5784
C 4.2037 -1.3489 1.0385
C 4.3898 -2.9991 -3.4747
C 2.8279 4.1304 -0.0390
C 3.5088 -3.1810 -4.5313
C 2.5890 -2.6354 2.9035
C 0.9054 3.1939 -4.1591
C 3.5350 5.2971 -0.2739
C -0.8246 -4.1198 -0.6193
C 1.7546 -2.1736 -3.2423
C 3.2086 2.9206 -0.6328
C -5.0101 -2.8353 0.7827
C 4.3166 2.9481 -1.4897
C -2.6510 2.8471 -0.1875
C 2.8630 -1.5903 0.7436
C 2.1877 -2.7761 -4.4131
C 0.8231 4.5594 -3.9322
C -3.7029 3.3341 0.5696
C -3.5603 -0.6110 0.8070
C -4.8587 -1.3580 1.2001
C 0.5256 2.3055 -3.1651
C -4.4341 -3.8055 3.7947
C 3.9231 -2.3883 3.1902
C -1.4939 2.3685 0.4341
C 5.0199 4.1214 -1.7133
C -4.0408 -3.9043 1.3453
C -2.4487 -0.6970 1.8939
C 2.0599 -2.2349 1.6872
C 0.0891 2.7793 -1.9302
C 3.9596 -2.3995 -2.3015
C -0.0104 4.1514 -1.7145
C -1.4170 2.3696 1.8240
C -3.6141 3.3424 1.9565
C 4.7280 -1.7521 2.2561
C 4.6420 5.3073 -1.1072
H -2.7143 2.8461 -1.2705
H -3.6228 -0.5158 -1.2457
H -0.3707 4.5235 -0.7635
H 2.6159 0.7570 -2.2479
H 5.8770 4.0956 -2.3740
H 1.0138 -2.4174 1.4690
H -2.4015 2.8606 3.6579
H 0.7183 -1.8727 -3.1405
H -3.1195 -3.9382 0.7700
H -6.1516 -4.6047 4.5412
H -2.7680 -3.2511 2.8908
H 5.1955 6.2194 -1.2834
H -4.4389 3.7147 2.5497
H 3.2080 6.2120 0.2042
H 1.9682 4.1898 0.6126
H -0.5519 1.9617 2.3311
H 0.5644 1.2372 -3.3523
H 3.8534 -3.6476 -5.4447
H 4.3342 -2.6871 4.1454
H 5.7687 -1.5588 2.4818
H 4.8461 -0.8367 0.3335
H -6.0293 -3.1237 1.0497
H 1.2717 2.5333 1.0624
H -4.4959 -4.8898 1.2328
H -3.7976 0.4557 0.8005
H -4.6199 -3.2992 5.7525
H 1.9605 -3.1321 3.6309
H 0.2735 6.1011 -2.5432
H 1.4960 -2.9352 -5.2299
H -5.7892 -5.0384 2.9179
H 5.4182 -3.3240 -3.5641
H 3.9293 0.3463 -1.1536
H -4.9938 -1.2428 2.2750
H -4.9678 -2.9029 -0.3072
H 4.6513 2.0578 -2.0015
H -3.4017 -2.4562 4.8468
H 1.3559 0.7789 1.0543
H -3.1329 -1.9647 -0.6812
H 1.2618 2.8235 -5.1115
H -5.6889 -0.8336 0.7219
H -4.5978 3.6984 0.0811
H 4.6490 -2.2797 -1.4755
H 1.1157 5.2557 -4.7069

Löwdin population analysis, charges in e, atoms 1 to 2: atom 1 (Cd): 1.1477, atom 2 (S): 0.5576